8
Properties=species:S:1:pos:R:3:forces:R:3 method="wB97M-V/def2-TZVPD" multiplicity=1 smiles="O=C=NP.I" total_charge=0 relative_energy_ev=0.8741 e_homo_ev=-9.761 largest_force_ha_per_bohr=0.09538 orbital_gap_ev=10.25 energy_ev=-22011.6720 molar_mass_g_mol=202.919 lumo_ev=0.5
O -0.54044 3.25140 0.02932 0.159 -0.972 -0.008
C -0.83422 2.11897 0.19539 0.090 3.094 -0.136
N -1.19962 1.01910 0.35284 -0.573 -2.339 0.091
P -2.05796 -0.23096 1.16619 -3.298 3.587 -0.558
H -1.06836 -0.53940 1.90610 3.082 -1.187 2.700
H -1.79533 -1.19526 0.32892 0.550 -2.183 -2.090
I 4.41828 0.05060 0.08040 -0.915 -0.815 0.101
H 5.57244 1.07964 -0.04942 0.906 0.815 -0.101